Record 1
Molecular formula: C2H5OPS
Method: DFT, wB97M-V/def2-TZVPD

Last column: natural (NBO) charge in e.
Element x y z (Å)
C 1.30625 -0.82073 -1.03768  -0.615
C 0.18045 0.59606 0.92591  -0.899
O -2.17976 -0.23268 -0.03878  -1.012
P -0.89764 0.57891 -0.63583  0.907
S 1.85729 0.40780 0.14570  0.210
H 0.68432 -1.62401 -0.55457  0.221
H 1.72944 -0.72191 -1.99566  0.213
H 0.29917 1.67427 1.45280  0.245
H -0.08356 -0.26880 1.58836  0.230
H -2.89597 0.41108 0.14976  0.501

Energy relative to the best compared isomer or geometry (same formula, charge and spin) (kJ/mol): 242.6
E (eV): -24323.725
Total charge: 0



Record 2
Molecular formula: C29H53ClF4NO9S7
Method: DFT, wB97M-V/def2-TZVPD

Last column: Löwdin charge in e.
Element x y z (Å)
C 3.54197 -2.43383 2.09815  0.096
C 3.69204 -2.01597 0.83806  -0.085
C 2.83185 -0.90087 0.37996  -0.165
C 1.83447 -1.18805 -0.52029  0.097
C 0.97895 -0.19460 -0.95937  -0.021
C -0.06456 -0.63845 -1.94909  -0.423
O -1.19626 -0.85150 -1.65225  0.198
O 0.43179 -0.89143 -3.18845  0.062
C 0.94069 0.20370 -3.90714  -0.362
F -0.14372 0.85353 -4.46786  0.046
C 1.86789 -0.28568 -4.97769  -0.141
C 3.28386 -0.57492 -4.44402  -0.061
C 1.11554 1.12223 -0.51294  -0.142
C 0.16448 2.20060 -0.96890  -0.124
C -1.29377 1.95433 -0.49261  -0.076
C -2.00982 3.26105 -0.28030  -0.210
F -2.48822 3.52443 0.94358  0.095
C -2.16868 4.08913 -1.33234  -0.311
F -1.86305 5.37031 -1.35814  0.156
F -2.61590 3.62597 -2.48874  0.142
C 2.15778 1.38463 0.36862  -0.443
S 2.42460 3.03557 0.89502  0.968
N 2.98481 0.37913 0.80161  -0.010
C 4.07935 0.70759 1.71531  -0.115
C 5.25817 1.39550 1.03840  -0.781
O 6.14177 1.85695 1.67379  0.105
Cl 5.27579 1.39676 -0.72132  0.743
H 3.68397 -3.45704 2.41202  0.067
H 3.21373 -1.68739 2.81222  0.042
H 4.38644 -2.45236 0.13206  0.126
H 1.72402 -2.20771 -0.85812  0.157
H 1.42578 0.94467 -3.26610  0.148
H 1.92188 0.50818 -5.72010  0.124
H 1.46981 -1.17487 -5.46084  0.119
H 3.42606 -0.25849 -3.41032  0.056
H 4.02784 -0.07331 -5.05810  0.075
H 3.50352 -1.63624 -4.52766  0.079
H 0.19726 2.29935 -2.05407  0.126
H 0.45835 3.16207 -0.56512  0.069
H -1.83314 1.41915 -1.27121  0.115
H -1.30484 1.38889 0.43598  0.139
H 2.59568 2.87576 2.21213  -0.112
H 4.48265 -0.18980 2.16776  0.126
H 3.73645 1.33636 2.52636  0.121
C -6.44427 3.73080 -1.87776  -0.281
S -6.66264 4.44630 -0.24242  0.794
O -8.07495 4.23065 0.15010  -0.540
C -6.51447 6.15985 -0.76146  -0.267
H -6.54267 2.65097 -1.78218  0.038
H -7.20995 4.11411 -2.55315  0.064
H -5.44913 3.97638 -2.25113  0.037
H -7.27806 6.38228 -1.50659  0.061
H -5.51827 6.33121 -1.17068  0.048
H -6.66221 6.78284 0.11761  0.051
C -7.67779 0.00054 -4.06622  -0.268
S -7.51200 0.99288 -5.55582  0.798
O -7.53853 0.05586 -6.70407  -0.546
C -5.79042 1.44210 -5.28716  -0.270
H -8.68185 -0.41723 -4.05807  0.053
H -6.94179 -0.80338 -4.08151  0.057
H -7.53876 0.63362 -3.18952  0.038
H -5.18503 0.53821 -5.21700  0.056
H -5.70784 2.03175 -4.37330  0.030
H -5.46796 2.03790 -6.13822  0.051
C -2.15229 -3.75309 -4.96440  -0.253
S -0.72555 -3.80452 -3.87894  0.790
O 0.48753 -3.78612 -4.74134  -0.547
C -0.96365 -5.49905 -3.33160  -0.263
H -2.16500 -2.77925 -5.44928  0.053
H -2.06616 -4.53938 -5.71381  0.063
H -3.05959 -3.88100 -4.37453  0.058
H -0.95851 -6.16537 -4.19386  0.061
H -1.90870 -5.57429 -2.79411  0.056
H -0.14192 -5.75254 -2.66519  0.048
C 5.09054 -7.26979 2.35621  -0.271
S 3.43957 -7.31529 3.05774  0.814
O 2.92994 -5.91273 3.05913  -0.580
C 3.95048 -7.68310 4.73729  -0.269
H 4.99722 -7.00915 1.30418  0.050
H 5.68656 -6.51877 2.87489  0.058
H 5.54919 -8.25373 2.44858  0.057
H 4.62375 -6.90300 5.09262  0.058
H 4.44307 -8.65466 4.75943  0.057
H 3.05663 -7.71319 5.35642  0.051
C 1.99948 -3.21132 6.26433  -0.255
S 1.63203 -1.72907 5.32878  0.798
O 2.92789 -1.01951 5.08932  -0.576
C 0.77227 -0.85558 6.63570  -0.263
H 2.57132 -3.87721 5.61998  0.043
H 2.58458 -2.94859 7.14558  0.064
H 1.06524 -3.69285 6.55108  0.060
H 1.43389 -0.74364 7.49438  0.062
H -0.12220 -1.41390 6.90936  0.059
H 0.49049 0.12351 6.25398  0.051
C 1.16765 6.56008 3.95397  -0.254
S 1.95526 4.95178 3.95273  0.773
O 0.89981 3.92762 3.69955  -0.573
C 2.33886 4.90537 5.70263  -0.255
H 0.81608 6.76106 2.94442  0.054
H 0.32509 6.54771 4.64467  0.065
H 1.89546 7.31615 4.24652  0.061
H 1.41714 5.00349 6.27529  0.064
H 3.02890 5.71390 5.94161  0.060
H 2.80901 3.94804 5.91726  0.053

E (eV): -150075.115
Total charge: +1



Which formula does entry 2 have?
C29H53ClF4NO9S7



Which of these has the highest E?
C2H5OPS